[1]
14
Properties=species:S:1:pos:R:3:forces:R:3:nbo_charge:R:1 method="wB97M-V/def2-TZVPD" energy_ha=-249.55961 orbital_gap_ev=7.7672 relative_energy_kj_mol=404.5
C -0.47948 0.13514 0.06556 -0.281 -0.222 -1.411 0.37
C 1.89445 0.02781 -0.21784 0.100 -0.270 -1.442 -0.37
C -1.79101 -0.56685 -0.11202 -0.068 -0.088 0.094 -0.67
N 0.64575 -0.49125 -0.34468 0.117 0.903 1.547 -0.45
O -0.52740 1.50554 -0.14374 0.328 -0.188 0.510 -0.72
H -0.51366 1.69357 -1.09283 0.024 -0.033 -0.086 0.46
H 0.58146 -1.49933 -0.39496 -0.024 0.029 0.176 0.41
H 1.38074 0.45504 1.92875 -1.931 0.200 -0.392 -0.01
H 2.68716 -0.60793 -0.57973 0.041 -0.325 0.153 0.18
H 2.01936 1.05593 -0.51953 -0.201 0.288 0.502 0.19
H 0.53305 0.52953 1.87478 1.768 -0.295 0.209 -0.04
H -2.23344 -0.41699 -1.10680 0.127 0.127 -0.003 0.20
H -1.68984 -1.64335 0.03089 -0.026 -0.010 0.141 0.21
H -2.50715 -0.17687 0.61216 0.027 -0.117 0.002 0.23



[2]
137
Properties=species:S:1:pos:R:3:forces:R:3:lowdin_charge:R:1 method="wB97M-V/def2-TZVPD" energy_ha=-2964.18589 orbital_gap_ev=9.0574 relative_energy_kj_mol=120.2
C 2.49255 -3.68410 0.11343 0.660 -0.266 -0.241 -0.06
N 2.86625 -5.04103 -0.33387 -1.049 1.576 2.346 0.03
C 3.22465 -5.40695 -1.54450 0.517 -1.335 -1.864 -0.59
C 3.71066 -4.38299 -2.54794 0.104 -0.348 0.181 0.00
O 3.25525 -6.60114 -1.83302 0.011 -0.009 -0.136 0.01
H 1.68685 -3.27656 -0.49704 -0.050 0.042 0.080 0.05
H 3.34666 -3.00639 0.10194 0.002 0.039 -0.208 0.07
H 2.19597 -3.71273 1.16098 -0.213 -0.200 -0.131 0.07
H 2.58534 -5.79509 0.27462 0.067 -0.103 -0.230 0.14
H 3.96852 -4.94017 -3.44700 -0.102 0.073 0.031 0.08
H 4.63579 -3.98124 -2.13207 -0.074 0.447 -0.102 0.09
H 2.98427 -3.60886 -2.79502 0.077 0.134 0.218 0.05
C 1.21804 3.27691 -3.89180 -0.054 0.477 -0.389 -0.08
N 0.43408 2.03357 -3.94087 0.699 1.244 0.518 0.06
C -0.41617 1.68378 -4.92320 -1.856 -0.018 -1.237 -0.52
C -0.41596 2.44399 -6.27346 0.784 0.551 0.343 0.01
O -1.25425 0.78465 -4.80718 0.965 0.278 0.396 0.00
H 0.69587 4.15013 -4.28600 -0.309 -0.321 -0.494 0.08
H 2.16573 3.18876 -4.42241 0.032 -0.076 0.076 0.08
H 1.41826 3.65423 -2.88886 0.063 -0.877 0.320 0.08
H 0.34783 1.56762 -3.05005 -0.138 -0.285 -0.273 0.08
H 0.10967 1.84213 -7.01491 -0.177 -0.192 0.016 0.08
H 0.08686 3.41210 -6.28997 0.300 -0.101 0.368 0.06
H -1.40921 2.69102 -6.64526 -0.202 -0.659 0.315 0.08
C 2.67687 -1.60914 3.43781 -1.010 -0.738 0.075 -0.08
N 3.29792 -0.34539 3.17420 -0.048 -1.099 0.701 0.01
C 4.13452 -0.20556 2.13806 -1.303 -0.113 -2.449 -0.52
C 4.44499 1.23668 1.79862 0.584 -0.486 -0.121 0.01
O 4.39110 -1.12843 1.33502 0.287 1.169 1.672 0.00
H 1.65044 -1.61200 3.06237 -0.194 0.170 -0.021 0.06
H 2.61049 -1.77728 4.51297 0.258 -0.256 -0.020 0.09
H 3.12900 -2.43747 2.89579 0.520 0.227 0.320 0.07
H 2.81645 0.40259 3.65117 0.651 0.654 -0.397 0.07
H 3.87144 1.95521 2.38283 0.185 -0.040 0.158 0.06
H 4.19735 1.35702 0.74473 0.111 0.024 0.025 0.06
H 5.52487 1.34747 1.90295 -0.017 0.431 0.006 0.09
C 1.78676 2.94013 7.07777 -1.507 0.516 -0.636 -0.05
C 0.68976 2.93275 6.17538 0.733 0.013 0.638 -0.06
C 0.91944 2.60740 4.86685 0.883 -0.262 0.269 -0.15
N 2.14960 2.29591 4.42194 0.006 0.069 -0.486 0.04
C 3.19792 2.40785 5.24047 -0.856 -0.132 0.359 -0.14
C 3.05977 2.73260 6.59368 -0.105 0.151 -0.249 -0.06
H 1.57320 3.18421 8.10874 0.286 -0.017 0.125 0.11
H -0.33775 3.17992 6.40195 0.081 -0.028 0.643 0.09
H 0.05725 2.57001 4.21458 0.228 -0.090 -0.511 0.09
H 4.16645 2.16540 4.82502 0.096 0.055 -0.092 0.10
H 3.91932 2.87580 7.23233 0.081 -0.257 -0.004 0.10
C 3.42235 1.49376 -1.76266 0.136 -0.123 0.229 -0.13
C 3.38502 0.13219 -2.06767 0.971 1.095 0.393 -0.05
C 4.48232 -0.38765 -2.75797 0.541 -0.286 -0.076 -0.12
N 5.58090 0.30021 -3.18616 -2.031 1.294 0.858 0.07
C 5.51525 1.62866 -2.91237 -0.539 -0.266 0.212 -0.14
C 4.47982 2.27725 -2.18400 0.905 -1.113 -0.892 -0.08
H 2.67207 1.88939 -1.09084 -0.222 0.174 -0.123 0.09
H 2.61006 -0.40938 -1.54469 0.038 -0.686 -0.585 0.09
H 4.53534 -1.45178 -2.94415 -0.062 -0.113 -0.040 0.09
H 6.33041 2.23357 -3.28553 0.220 -0.062 0.035 0.09
H 4.56634 3.32865 -1.95137 -0.040 0.038 -0.024 0.10
C 0.80511 -4.70067 -5.10386 -0.562 0.430 -0.052 -0.07
C 0.18036 -5.00089 -3.88644 0.930 -0.439 -0.270 -0.05
C 0.01717 -3.98412 -2.96646 0.620 1.281 -0.762 -0.14
N 0.38228 -2.71317 -3.25902 -0.515 0.286 -0.163 0.05
C 0.80091 -2.38701 -4.49154 -0.469 -1.338 0.210 -0.14
C 1.02978 -3.38009 -5.45803 0.125 0.348 0.657 -0.07
H 1.05380 -5.44992 -5.84195 -0.138 -0.313 0.193 0.11
H -0.00727 -6.03925 -3.65347 -0.263 0.049 0.189 0.11
H -0.39884 -4.08366 -1.97373 -0.039 -0.491 0.028 0.08
H 0.87305 -1.33351 -4.72382 0.303 0.109 0.116 0.10
H 1.41321 -3.14450 -6.44041 0.015 0.146 -0.003 0.10
C -2.41322 -2.86535 1.22189 0.447 -0.397 0.571 -0.06
C -3.40632 -3.47550 0.46398 -0.214 0.333 0.630 -0.10
C -3.16868 -4.68950 -0.14615 1.530 0.252 0.186 -0.15
N -1.96173 -5.25225 -0.04694 0.300 -0.011 0.191 0.05
C -0.97851 -4.66463 0.69743 -1.396 -0.467 -1.224 -0.15
C -1.14007 -3.46030 1.36902 -0.957 -0.550 -0.612 -0.06
H -2.66907 -1.99429 1.80902 0.175 0.241 -0.135 0.09
H -4.40660 -3.06584 0.43654 0.009 0.232 -0.073 0.10
H -3.92013 -5.17048 -0.75644 0.014 -0.219 0.014 0.11
H -0.06932 -5.24584 0.63008 0.306 0.236 0.448 0.09
H -0.33394 -3.07746 1.97720 -0.184 0.364 0.014 0.09
C -3.45551 3.33559 -3.19875 0.222 -0.248 0.386 -0.07
C -3.60308 4.44136 -2.36718 -0.149 -0.195 0.044 -0.07
C -3.67268 4.25853 -0.98397 0.590 -0.668 -0.255 -0.16
N -3.60762 3.04935 -0.41177 -0.306 -0.596 -0.875 0.05
C -3.54575 1.97581 -1.23967 0.829 0.952 -0.219 -0.14
C -3.38110 2.06057 -2.63653 -0.834 0.429 1.039 -0.05
H -3.36265 3.48578 -4.26516 -0.035 -0.104 -0.088 0.10
H -3.67112 5.41772 -2.82544 0.038 0.159 0.216 0.10
H -3.66539 5.07993 -0.28051 -0.257 0.259 -0.121 0.09
H -3.46193 1.01722 -0.74636 -0.192 -0.119 0.039 0.09
H -3.29008 1.15416 -3.21770 0.159 0.058 -0.144 0.09
C -4.10499 -1.68919 -2.47104 0.157 -0.102 -0.166 -0.12
C -2.96244 -1.88619 -3.21678 0.225 0.218 -0.224 -0.09
C -3.04525 -2.15586 -4.57973 -1.583 -0.568 -0.120 -0.11
N -4.24904 -2.33353 -5.24693 0.860 1.773 2.188 0.07
C -5.34407 -2.00938 -4.49334 1.017 -1.563 0.046 -0.14
C -5.32567 -1.79378 -3.09576 -0.063 0.564 -0.865 -0.07
H -3.99233 -1.42429 -1.42923 -0.242 -0.166 0.129 0.08
H -2.02111 -1.80059 -2.69251 0.286 -0.027 -0.410 0.07
H -2.12069 -2.25739 -5.13031 -0.121 -0.210 -0.315 0.09
H -6.27154 -2.11374 -5.03912 -0.206 0.154 0.120 0.09
H -6.20937 -1.62291 -2.49746 -0.320 -0.017 -0.375 0.10
C -0.31789 1.54392 -0.59526 -0.776 0.245 -0.548 -0.09
C 0.09682 1.77257 0.70876 0.603 -1.403 0.098 -0.05
C 0.62167 0.65610 1.35400 -0.308 -1.366 -0.711 -0.14
N 0.61047 -0.58915 0.82397 0.036 0.117 -0.192 0.10
C 0.13213 -0.79695 -0.42312 0.064 1.179 1.190 -0.14
C -0.33266 0.26242 -1.18547 0.452 0.421 0.761 -0.07
H -0.72946 2.38925 -1.13155 -0.049 0.016 -0.275 0.09
H 0.05263 2.69159 1.27473 -0.048 0.295 -0.466 0.09
H 1.03905 0.69653 2.35010 0.032 0.267 0.041 0.07
H 0.07527 -1.79811 -0.82612 0.221 -0.141 0.176 0.07
H -0.66677 0.02286 -2.18605 -0.222 0.422 -0.158 0.08
C -1.27897 5.77398 2.85088 0.476 -1.489 -0.074 -0.06
C -1.37103 6.02969 4.22615 0.106 0.981 -1.357 -0.08
C -2.06621 5.16484 5.02559 -0.869 -1.877 -1.223 -0.15
N -2.64972 4.02071 4.51675 0.983 0.588 -0.043 0.06
C -2.45892 3.71953 3.20437 -0.161 0.998 1.699 -0.15
C -1.76459 4.56556 2.35336 -0.426 0.427 0.175 -0.10
H -0.69454 6.33721 2.13696 -0.110 0.674 0.337 0.10
H -0.98961 6.97710 4.58026 0.140 -0.113 0.345 0.10
H -2.16802 5.36664 6.08228 -0.239 -0.193 0.080 0.10
H -2.91056 2.81143 2.83001 -0.075 -0.104 0.086 0.10
H -1.71867 4.30705 1.30465 0.182 0.045 -0.064 0.07
C -3.03051 -0.47899 5.67631 -0.572 0.899 0.417 -0.17
C -1.82939 0.38503 5.41018 0.387 1.195 -1.000 -0.17
C -1.40840 -0.12356 4.01598 1.727 0.850 0.955 -0.22
O -1.55709 -1.51777 4.15516 -0.092 0.002 -0.889 -0.12
C -2.77301 -1.70613 4.83509 -0.631 -1.327 0.971 -0.22
H -3.92996 0.01916 5.31276 -0.051 0.108 0.187 0.11
H -3.12414 -0.62584 6.75194 -0.250 -0.428 -0.115 0.11
H -1.03415 0.26892 6.14716 0.130 -0.466 -0.169 0.11
H -2.03965 1.45589 5.42231 -0.282 0.022 -0.130 0.08
H -0.36535 0.11082 3.79609 0.265 -0.452 0.388 0.08
H -1.85719 0.37179 3.15035 -1.132 -0.388 0.040 0.11
H -2.70791 -2.57373 5.49380 0.383 -0.229 -0.233 0.12
H -3.61274 -1.92350 4.17155 0.068 0.178 -0.376 0.11